No. 1
A 2-piece molecular cluster, C3H8N3 overall in a non-equilibrium geometry, computed with ωB97M-V with the def2-TZVPD basis set.

Calculated values
* net charge: +1
* gap between HOMO and LUMO (alpha / beta): 0.3434 / 0.3521 hartree

Element x y z (Å)
1 C -2.73024 0.07383 0.13064
2 C -1.40202 -0.12809 -0.46727
3 C 1.24944 -0.06580 0.18162
4 N -1.98947 1.06344 0.21302
5 N 1.29632 1.25074 0.06030
6 N -0.31013 -0.61204 0.39345
7 H -3.68543 -0.32195 0.40240
8 H -1.36424 0.23768 -2.45822
9 H 1.84995 -0.29726 1.02973
10 H 1.62556 -0.53420 -0.76762
11 H 0.93094 1.66999 -0.80509
12 H 1.07788 1.71312 0.90072
13 H -0.68184 -0.14863 1.27878
14 H -0.48899 -1.57110 0.52416

Atom charges from the Mulliken analysis, given in e for atoms 1 to 6: C -0.0051; C -0.2301; C -0.5022; N -0.3649; N -0.3734; N -0.1839


No. 2
An isolated ion of composition C3H8N3 and charge +1 in a non-equilibrium geometry, computed with ωB97M-V with the def2-TZVPD basis set.

Calculated values
* structure (SMILES): N[C@H]1N=CC[NH2+]1
* net charge: +1
* gap between HOMO and LUMO: 0.3929 hartree

Element x y z (Å)
1 N -0.58004 1.80635 -0.10499
2 C -0.67156 0.47211 -0.52549
3 N 0.70026 0.22639 -1.37262
4 C 1.31849 -0.58394 -0.61614
5 C 0.60196 -1.18745 0.57932
6 N -0.67567 -0.47803 0.59198
7 H -1.13456 2.45723 -0.57236
8 H 0.35345 1.92869 0.18870
9 H -1.47115 0.34177 -1.17743
10 H 2.33796 -0.91390 -0.94568
11 H 0.46457 -2.25983 0.46314
12 H 1.17358 -0.96274 1.49985
13 H -1.67422 -0.93414 0.51498
14 H -0.74308 0.08748 1.47673

Atom charges from the Mulliken analysis, given in e for atoms 1 to 6: N -0.4781; C -0.2211; N -0.4021; C -0.0362; C -0.4743; N -0.1778


No. 3
An isolated ion of composition C3H8N3O and charge +1 in a non-equilibrium geometry, computed with ωB97M-V with the def2-TZVPD basis set.

Calculated values
* structure (SMILES): CC(=O)/[N+](N)=C/N
* net charge: +1
* gap between HOMO and LUMO: 0.3819 hartree

Element x y z (Å)
1 C 2.17643 0.73204 0.31983
2 C 1.29502 0.39792 -0.76837
3 O 1.38027 0.23178 -1.93343
4 N -0.42796 -0.01320 -0.31664
5 N -1.08721 -0.47505 -1.46811
6 C -0.88054 -0.12899 0.89227
7 N -2.15637 -0.34410 1.17240
8 H 3.12047 1.01070 -0.05449
9 H 2.28480 -0.28611 0.73433
10 H 1.67510 1.17080 1.14547
11 H -1.02173 0.13333 -2.29987
12 H -1.01382 -1.37634 -1.75503
13 H -0.22076 0.21844 1.72570
14 H -2.34950 -0.54335 2.08208
15 H -2.77420 -0.72788 0.52386

Atom charges from the Mulliken analysis, given in e for atoms 1 to 6: C -1.2114; C 0.8750; O -0.3603; N 0.0697; N -0.6451; C 0.2878


No. 4
A 2-piece molecular cluster, C3H8N3O overall in a non-equilibrium geometry, computed with ωB97M-V with the def2-TZVPD basis set.

Calculated values
* net charge: +1
* gap between HOMO and LUMO: 0.3309 hartree

Element x y z (Å)
1 C -0.47127 -0.74643 -0.64703
2 C 2.04378 -0.80899 0.50914
3 C -1.09461 0.13554 0.05866
4 N 2.05365 0.44666 0.54386
5 N 1.77268 1.50156 0.21902
6 N -0.83118 1.57964 -0.21428
7 O -2.07930 -0.13146 0.91640
8 H 0.31390 -0.56128 -1.36317
9 H -0.83865 -1.71077 -0.46686
10 H 1.94468 -1.38439 1.39483
11 H 2.42492 -1.17134 -0.55070
12 H -1.39166 2.23123 0.30357
13 H -0.96043 1.64644 -1.23579
14 H 0.34304 1.80321 0.06460
15 H -2.25438 -1.08377 0.90133

Atom charges from the Mulliken analysis, given in e for atoms 1 to 6: C -1.1168; C -0.4872; C 0.6359; N 0.6352; N -0.7281; N -0.3423


No. 5
A 2-piece molecular cluster, C3H8N3O overall in a non-equilibrium geometry, computed with ωB97M-V with the def2-TZVPD basis set.

Calculated values
* net charge: +1
* gap between HOMO and LUMO: 0.3572 hartree

Element x y z (Å)
1 C 2.64948 -0.09427 0.26447
2 C -2.48864 -0.74024 -0.23665
3 C -0.72041 0.99299 -0.54603
4 N 2.86924 0.52044 -0.76877
5 N -1.47791 -0.05634 0.09846
6 N 1.96870 -0.46916 1.22353
7 O -0.91253 -0.42965 1.30142
8 H -2.70686 -1.76177 0.29320
9 H -2.95047 -0.59406 -1.11059
10 H 0.35170 0.96307 -0.23613
11 H -0.82242 0.89023 -1.64401
12 H -1.29810 1.90666 -0.35820
13 H 3.08887 0.26458 -1.63345
14 H 0.12429 -0.52785 1.34195
15 H 2.32506 -0.86463 2.01079

Atom charges from the Mulliken analysis, given in e for atoms 1 to 6: C 0.5541; C -0.1993; C -0.5834; N -0.4003; N 0.2753; N -0.5807


No. 6
A 2-piece molecular cluster, C3H8N3O2 overall in a non-equilibrium geometry, computed with ωB97M-V with the def2-TZVPD basis set.

Calculated values
* net charge: +1
* gap between HOMO and LUMO: 0.4046 hartree

Element x y z (Å)
1 C -1.87075 0.64678 0.55968
2 C 1.16238 0.91439 0.20211
3 C 3.21217 -0.57618 -0.13862
4 N -1.51486 -0.59361 0.76186
5 N 1.97233 0.10966 -0.04663
6 N -2.41297 0.96632 -0.59594
7 O 0.11025 1.43663 0.28299
8 O -1.57106 -1.44608 -0.39792
9 H 4.08458 -0.08823 0.36569
10 H 3.14411 -1.57858 0.03556
11 H 3.38356 -0.43769 -1.15298
12 H -0.87545 -0.72309 1.52543
13 H -1.60365 1.20529 1.46190
14 H -2.31453 1.91899 -0.98285
15 H -2.62808 0.30301 -1.30227
16 H -2.27804 -2.05763 -0.57803

Atom charges from the Mulliken analysis, given in e for atoms 1 to 6: C 0.2503; C 0.4358; C -0.6825; N -0.0472; N -0.1013; N -0.3766


No. 7
C3H8N3S as an isolated structure in a non-equilibrium geometry, computed with ωB97M-V with the def2-TZVPD basis set.

Calculated values
* net charge: +1
* gap between HOMO and LUMO: 0.3296 hartree

Element x y z (Å)
1 C 0.06363 -0.44506 0.21235
2 C 1.04021 1.40560 1.21260
3 C -1.42694 -1.44733 -1.29910
4 N 1.12451 -0.00536 0.73044
5 N 0.26545 2.21058 0.35567
6 N -0.27274 -1.48920 -0.44677
7 S -1.24564 1.44939 0.24936
8 H 0.69684 1.56649 2.23316
9 H 2.08077 1.74875 1.23063
10 H -1.65734 -0.35354 -1.55261
11 H -2.25829 -2.08928 -0.76400
12 H -1.16667 -2.01101 -2.30109
13 H 1.85731 -0.62695 1.02521
14 H 0.73686 2.42110 -0.44559
15 H 0.16205 -2.33418 -0.44026

Atom charges from the Mulliken analysis, given in e for atoms 1 to 6: C 0.3028; C -0.4457; C -0.7677; N -0.0939; N -0.2580; N -0.1096


No. 8
An isolated ion of composition C3H8N3S and charge +1 in a non-equilibrium geometry, computed with ωB97M-V with the def2-TZVPD basis set.

Calculated values
* structure (SMILES): [H]/N=C1/N[N@H+](C)CS1
* net charge: +1
* gap between HOMO and LUMO: 0.3800 hartree

Element x y z (Å)
1 H -0.00133 -1.02559 3.63808
2 N 0.35059 -0.46543 2.84261
3 C -0.21833 -0.48622 1.75720
4 N 0.41114 0.37207 0.80941
5 N 0.25370 -0.11051 -0.53810
6 C 0.80398 0.86308 -1.57213
7 C -1.13137 -0.40033 -0.68730
8 S -1.55230 -1.33591 0.94654
9 H 1.38442 0.57335 0.96237
10 H 0.69279 -0.93606 -0.81518
11 H 0.01586 1.69608 -1.53881
12 H 1.67492 1.48979 -1.23163
13 H 0.79252 0.32852 -2.48581
14 H -1.89909 0.45433 -0.64261
15 H -1.57750 -1.01717 -1.44466

Atom charges from the Mulliken analysis, given in e for atoms 1 to 6: H 0.2909; N -0.5271; C 0.3876; N -0.4048; N 0.1979; C -0.7042